{"formula": "C39H43N4O3P2PbS2", "method": "wB97M-V/def2-TZVPD", "symbols": ["Pb", "C", "C", "O", "P", "S", "S", "O", "C", "C", "H", "H", "H", "H", "H", "H", "H", "H", "H", "H", "C", "C", "C", "C", "C", "O", "C", "N", "C", "C", "C", "C", "C", "C", "P", "C", "C", "C", "C", "C", "C", "C", "C", "C", "C", "C", "C", "H", "H", "H", "H", "H", "H", "H", "H", "H", "H", "H", "H", "H", "H", "H", "H", "H", "H", "H", "H", "H", "H", "H", "H", "C", "C", "N", "C", "C", "C", "C", "C", "C", "C", "C", "N", "C", "N", "H", "H", "H", "H", "H", "H", "H", "H", "H"], "positions_angstrom": [[-0.088, 0.318, -0.175], [1.840, 4.588, -4.966], [2.151, 3.496, -4.014], [0.863, 2.705, -3.822], [0.645, 1.215, -3.293], [-1.203, 1.196, -2.577], [1.983, 0.882, -1.682], [1.085, 0.215, -4.438], [1.017, 0.501, -5.892], [0.781, -0.904, -6.457], [2.687, 5.288, -4.961], [0.956, 5.128, -4.710], [1.667, 4.237, -5.967], [2.391, 3.833, -2.970], [2.969, 2.935, -4.499], [1.914, 1.064, -6.183], [0.134, 1.120, -6.137], [1.675, -1.506, -6.226], [0.548, -0.996, -7.532], [-0.060, -1.288, -5.849], [4.274, -0.613, 3.519], [2.763, -0.751, 3.285], [2.250, -1.548, 2.060], [2.115, 0.638, 3.273], [2.229, 1.421, 4.564], [0.859, 1.364, 5.109], [0.094, 0.885, 4.115], [0.667, 0.560, 2.983], [-1.319, 0.815, 4.496], [-1.562, 0.588, 5.840], [-2.818, 0.239, 6.274], [-3.881, 0.369, 5.434], [-3.664, 0.713, 4.107], [-2.435, 0.992, 3.583], [-2.222, 1.457, 1.850], [-1.801, 3.265, 1.791], [-1.524, 3.703, 0.490], [-1.125, 5.036, 0.337], [-0.816, 5.853, 1.486], [-1.124, 5.343, 2.762], [-1.674, 4.086, 2.921], [-3.918, 1.515, 1.159], [-4.708, 2.680, 1.130], [-6.025, 2.555, 0.543], [-6.393, 1.387, -0.103], [-5.597, 0.235, -0.041], [-4.371, 0.275, 0.617], [4.660, -1.632, 3.719], [4.572, 0.066, 4.349], [4.734, -0.361, 2.532], [2.419, -1.271, 4.200], [2.695, -1.363, 1.055], [1.125, -1.509, 2.042], [2.423, -2.664, 2.174], [2.639, 1.213, 2.489], [2.510, 2.448, 4.461], [2.906, 1.115, 5.314], [-0.688, 0.604, 6.475], [-2.984, -0.109, 7.335], [-4.853, 0.146, 5.827], [-4.547, 0.706, 3.428], [-1.508, 2.978, -0.393], [-1.006, 5.411, -0.668], [-0.281, 6.788, 1.345], [-0.987, 6.004, 3.576], [-1.910, 3.680, 3.878], [-4.241, 3.577, 1.504], [-6.775, 3.381, 0.596], [-7.407, 1.389, -0.542], [-6.011, -0.644, -0.522], [-3.803, -0.644, 0.888], [-1.781, -4.115, -0.825], [-1.600, -2.759, -1.165], [-0.410, -2.175, -1.265], [0.664, -2.964, -1.136], [0.685, -4.253, -0.607], [-0.605, -4.846, -0.624], [1.949, -4.990, -0.379], [3.120, -5.004, -1.086], [3.110, -4.939, -2.549], [4.275, -5.422, -3.111], [4.282, -5.777, -4.418], [3.113, -5.972, -5.049], [2.072, -5.427, -4.522], [1.999, -4.912, -3.256], [-2.739, -4.603, -0.721], [-2.463, -2.134, -1.296], [1.593, -2.521, -1.325], [-0.705, -5.924, -0.529], [2.055, -5.450, 0.561], [4.008, -5.254, -0.502], [5.138, -5.452, -2.458], [5.157, -6.102, -4.961], [1.170, -5.399, -5.073]], "forces_ev_per_angstrom": [[-0.1, -1.3, -0.3], [0.3, 0.9, 0.0], [-0.8, -1.0, 1.1], [1.1, 0.2, -0.7], [2.0, 0.7, 1.7], [-0.4, -0.3, -0.4], [-0.3, 0.3, -1.7], [-0.2, 0.8, -0.3], [-1.1, -0.4, 0.1], [0.5, -0.1, 0.4], [-0.2, -0.1, -0.2], [-0.6, 0.5, 0.5], [0.2, -0.4, -0.5], [0.1, -0.3, -1.2], [-0.4, -0.5, 0.8], [-0.1, -0.5, 0.1], [0.4, 0.0, 0.4], [-0.5, 0.0, -0.2], [0.1, 0.4, 0.5], [0.4, -0.1, -0.5], [0.4, -1.1, -1.4], [-0.5, 0.0, 0.7], [-0.1, -2.1, 0.2], [0.7, 0.3, -0.9], [-1.5, 0.3, 0.2], [1.3, -0.1, -0.2], [0.8, 0.4, -1.9], [-0.9, 0.7, 2.3], [-1.3, 0.7, -1.1], [0.9, -0.6, -0.4], [-0.2, 0.0, 2.4], [0.0, -0.5, -0.2], [-2.2, 0.0, -0.8], [1.7, -0.4, 1.2], [-0.2, 0.7, -0.4], [0.1, -1.2, 0.3], [0.5, 0.2, -0.1], [0.5, 0.4, 1.1], [-0.7, -1.9, -1.1], [0.0, 0.7, -1.4], [0.3, -0.4, -1.4], [-0.4, -0.4, -0.1], [-1.1, -1.8, -1.1], [1.2, 1.1, 0.7], [-0.6, 0.3, 0.6], [-0.1, 0.3, -0.1], [-0.2, 0.4, 0.7], [0.0, 0.6, 0.2], [-0.3, -0.4, -0.8], [0.0, 0.4, 0.9], [-0.4, 0.1, -0.4], [-0.3, 0.5, 0.7], [1.2, 0.3, -0.2], [0.1, 1.2, 0.1], [-0.3, -0.2, 0.0], [-0.3, 0.9, -0.6], [0.6, -1.2, 0.8], [-0.2, -0.3, 0.3], [0.3, 0.6, -1.3], [-0.5, -0.1, -0.2], [0.7, 0.3, 0.6], [-0.4, 1.3, 1.2], [0.3, 0.2, 0.0], [-0.5, 0.0, 0.1], [0.3, 0.3, 0.9], [-0.2, -0.1, 0.6], [-0.5, 0.3, 0.1], [1.0, -0.6, -0.1], [0.8, -0.3, 0.1], [0.4, -0.2, 0.2], [-0.4, 0.7, -0.8], [2.1, 0.5, -0.1], [-1.8, -0.8, 0.9], [1.1, 0.0, -0.4], [-0.3, 0.4, 1.1], [0.4, -1.2, -1.6], [-1.1, -0.6, 0.7], [-1.2, 1.4, 0.0], [-1.2, 1.2, -0.9], [0.5, -1.7, 2.5], [2.0, 0.8, -0.5], [0.0, -1.3, 0.5], [0.6, 0.4, -2.3], [0.0, 0.8, 3.0], [-1.4, 0.5, -1.9], [-0.1, 0.2, -0.3], [-0.3, 0.4, -0.1], [1.3, 0.9, -0.3], [0.2, 0.1, 0.3], [-0.4, -0.6, 1.4], [0.1, -0.1, -0.7], [0.3, 0.0, -0.4], [0.3, -0.1, 0.1], [-1.0, -0.2, -0.5]], "multiplicity": 2, "de_lowest_kcal_mol": 0.00, "gap_ev": [2.97, 6.61], "homo_ev": [-3.39, -6.95], "s_squared": 0.776}

{"formula": "C16H11Cl32F3I3N3O3P", "method": "wB97M-V/def2-TZVPD", "symbols": ["C", "C", "I", "C", "I", "C", "P", "O", "I", "N", "C", "N", "O", "N", "C", "C", "O", "C", "F", "F", "F", "H", "H", "H", "H", "H", "H", "H", "H", "H", "H", "H", "C", "Cl", "Cl", "Cl", "Cl", "C", "Cl", "Cl", "Cl", "Cl", "C", "Cl", "Cl", "Cl", "Cl", "C", "Cl", "Cl", "Cl", "Cl", "C", "Cl", "Cl", "Cl", "Cl", "C", "Cl", "Cl", "Cl", "Cl", "C", "Cl", "Cl", "Cl", "Cl", "C", "Cl", "Cl", "Cl", "Cl"], "positions_angstrom": [[-3.142, 1.218, 2.834], [-3.038, 1.481, 1.341], [-4.651, 2.646, 0.529], [-2.051, 1.032, 0.567], [-2.115, 1.569, -1.521], [-0.912, 0.194, 1.162], [0.193, 0.927, 2.535], [-0.284, 2.472, 2.861], [-0.241, -0.365, 4.596], [-1.647, -1.019, 1.642], [-2.028, -1.533, 0.354], [-3.163, -1.944, 0.012], [-4.160, -1.961, 0.928], [-0.884, -1.444, -0.491], [0.087, -0.526, 0.204], [0.899, 0.291, -0.820], [0.917, 1.685, -0.505], [1.709, 2.401, -1.299], [1.092, 3.462, -1.758], [2.140, 1.739, -2.364], [2.791, 2.816, -0.675], [-4.141, 1.528, 3.165], [-3.093, 0.143, 3.050], [-2.409, 1.765, 3.433], [0.239, 3.093, 2.341], [-1.024, -1.749, 1.994], [-3.309, -2.259, -0.951], [-4.802, -1.276, 0.681], [-0.430, -2.355, -0.438], [0.715, -1.181, 0.826], [1.929, -0.092, -0.795], [0.471, 0.087, -1.809], [-3.081, 6.880, 1.658], [-3.808, 6.452, 0.103], [-2.229, 8.419, 1.509], [-4.349, 7.021, 2.881], [-1.937, 5.613, 2.140], [5.756, 0.946, 1.032], [6.077, -0.486, 0.046], [4.014, 1.083, 1.325], [6.605, 0.795, 2.576], [6.324, 2.399, 0.189], [-5.931, -4.167, -2.273], [-6.630, -4.658, -3.812], [-5.096, -2.606, -2.476], [-7.210, -3.993, -1.067], [-4.765, -5.377, -1.730], [5.781, -4.382, -2.003], [6.229, -5.729, -0.952], [6.686, -2.938, -1.531], [6.156, -4.789, -3.680], [4.043, -4.063, -1.847], [2.784, 3.566, 5.128], [2.194, 5.027, 4.321], [1.414, 2.522, 5.530], [3.862, 2.686, 4.039], [3.650, 4.013, 6.604], [5.209, 0.670, -4.077], [4.161, 1.585, -5.170], [5.349, 1.526, -2.536], [4.511, -0.935, -3.798], [6.811, 0.497, -4.803], [0.559, 1.536, -5.774], [1.334, 3.121, -5.820], [-0.363, 1.375, -4.265], [-0.536, 1.370, -7.152], [1.791, 0.271, -5.841], [-4.206, -7.622, 1.980], [-5.197, -6.238, 1.493], [-5.253, -8.949, 2.483], [-3.211, -8.139, 0.610], [-3.158, -7.151, 3.326]], "forces_ev_per_angstrom": [[-1.1, 0.0, -0.1], [-0.5, 0.3, 0.5], [0.4, -0.5, 0.7], [0.5, 0.9, -1.0], [0.1, -0.4, 0.7], [-0.4, -0.7, 0.8], [1.7, 0.8, 0.1], [-0.8, -1.1, -0.3], [-0.4, 0.2, -0.6], [-1.9, -0.6, -0.8], [4.2, 1.5, 1.6], [-0.6, -0.1, -0.7], [-0.4, -0.6, 0.1], [-0.5, -1.1, -0.1], [-1.2, 0.8, -0.3], [0.4, -1.3, 0.2], [-0.8, -1.0, 0.6], [0.9, 0.6, -1.0], [-1.0, 1.0, 0.0], [0.1, -0.9, -0.7], [0.7, 0.4, 0.9], [0.4, 0.1, 0.0], [0.3, 0.3, -0.1], [-0.1, -0.1, -0.3], [0.3, 0.1, 0.0], [0.1, 0.3, 0.5], [-0.6, -0.1, 0.1], [0.0, 0.1, -0.2], [-0.4, -0.3, -0.9], [0.2, 0.6, -0.1], [-0.2, 0.1, -0.1], [0.2, 0.3, 0.2], [-0.1, 0.1, 0.0], [0.1, 0.0, 0.0], [0.0, -0.1, 0.0], [0.1, 0.0, -0.1], [0.0, 0.0, 0.0], [0.2, 0.0, 0.0], [-0.2, 0.2, 0.3], [0.1, -0.3, -0.1], [-0.1, 0.0, -0.1], [0.0, 0.0, 0.4], [-0.2, -0.4, 0.0], [0.1, 0.1, 0.1], [0.0, 0.2, -0.2], [0.1, 0.1, 0.0], [0.0, 0.1, -0.1], [0.2, -0.1, 0.0], [-0.1, 0.1, -0.1], [0.1, -0.3, -0.2], [-0.1, 0.1, 0.1], [0.0, 0.0, 0.0], [0.2, 0.1, 0.1], [0.0, 0.0, 0.0], [0.2, 0.2, 0.2], [-0.1, 0.2, 0.2], [-0.1, 0.0, -0.2], [0.1, 0.3, -0.1], [1.4, 0.5, 0.5], [0.0, -0.1, -0.5], [0.0, 0.0, 0.0], [-0.1, -0.1, 0.1], [0.1, -0.2, -0.3], [-0.1, 0.0, 0.0], [0.1, 0.0, -0.2], [0.0, 0.0, 0.1], [-1.4, -0.5, -0.3], [0.0, -0.1, 0.1], [0.0, 0.0, 0.2], [0.1, 0.1, 0.0], [0.0, 0.0, 0.0], [0.0, 0.0, -0.1]], "multiplicity": 1, "charge": 1, "gap_ev": 7.87, "homo_ev": -11.47}

{"formula": "C15H23", "method": "wB97M-V/def2-TZVPD", "symbols": ["C", "C", "C", "C", "C", "C", "C", "C", "C", "C", "C", "C", "C", "C", "C", "H", "H", "H", "H", "H", "H", "H", "H", "H", "H", "H", "H", "H", "H", "H", "H", "H", "H", "H", "H", "H", "H", "H"], "positions_angstrom": [[1.630, 2.536, -1.983], [1.587, 2.038, -0.524], [2.480, 2.898, 0.364], [1.535, 0.648, -0.388], [1.550, 0.002, 1.018], [0.090, -0.033, 1.519], [-0.622, -1.313, 1.001], [-1.304, -0.900, -0.315], [-1.446, 0.558, -0.145], [-0.507, 1.177, 0.721], [-2.578, -1.611, -0.655], [-2.358, -3.108, -1.038], [-1.323, -3.185, -2.075], [-0.419, -3.116, -2.892], [-0.109, -0.033, 3.097], [0.757, 2.209, -2.591], [1.715, 3.648, -2.041], [2.524, 2.095, -2.457], [2.157, 3.013, 1.407], [3.490, 2.457, 0.376], [2.576, 3.906, -0.084], [0.082, 1.672, 0.011], [0.942, 0.113, -1.138], [1.988, -1.017, 0.901], [2.133, 0.561, 1.773], [0.097, -2.141, 0.862], [-1.406, -1.687, 1.662], [-0.550, -1.249, -1.038], [-1.997, 1.179, -0.830], [-0.880, 1.897, 1.440], [-3.231, -1.566, 0.212], [-3.062, -1.108, -1.490], [-2.060, -3.699, -0.146], [-3.313, -3.532, -1.401], [0.331, -3.171, -3.667], [0.504, -0.834, 3.557], [0.170, 0.917, 3.573], [-1.172, -0.224, 3.406]], "forces_ev_per_angstrom": [[-0.7, 0.3, -0.2], [4.4, -2.8, -2.3], [-0.3, 0.3, 0.2], [1.0, 1.9, 0.9], [1.0, -0.4, -0.8], [-0.1, 0.0, 0.4], [-0.2, -0.1, -0.2], [1.0, -0.5, 0.3], [-1.7, -0.2, -1.3], [-3.5, -1.3, 4.1], [-0.2, -0.9, -0.1], [-0.2, 0.3, 0.2], [1.4, -0.1, -1.2], [-1.2, -0.5, 0.8], [0.1, 0.2, -0.5], [0.4, 0.2, 0.4], [-0.2, -0.8, 0.0], [-0.3, 0.4, 0.1], [-0.1, -0.1, -0.2], [-0.3, 0.2, 0.1], [-0.1, -0.5, 0.4], [0.3, 1.1, 0.5], [0.7, 0.0, 0.0], [-0.2, 0.6, 0.4], [0.1, -0.1, -0.7], [-0.3, 0.3, 0.0], [0.1, 0.2, 0.4], [-0.3, 0.7, -0.6], [-0.4, -0.1, -0.4], [-0.6, 0.5, 0.1], [-0.3, 0.0, 0.1], [-0.1, 0.0, -0.1], [-0.1, 0.3, -0.5], [0.5, 0.1, 0.1], [-0.4, 0.1, 0.5], [-0.2, 0.3, -0.3], [0.2, -0.1, -0.2], [0.9, 0.1, -0.6]], "multiplicity": 2, "de_lowest_kcal_mol": 74.57, "gap_ev": [7.20, 8.54], "homo_ev": [-6.50, -8.01], "s_squared": 0.775}

no.,calculated total energy (Ha)
1,-3628.529577
2,-17266.003622
3,-585.096816